[1]
# C53H54BaI2N4O2P2

A molecular structure, C53H54BaI2N4O2P2 at a distorted geometry (ωB97M-V with the def2-TZVPD basis set, the Open Molecules 2025 dataset).

For the HOMO energy, the calculation gives -7.07 eV.

Geometry as XYZ:
```
118
Properties=species:S:1:pos:R:3:forces:R:3
Ba 0.2476 0.2526 1.6701 0.7 -4.8 -1.0
C -4.6443 -0.8246 5.1203 0.0 -0.1 -0.1
N -3.8143 -0.0799 4.1888 0.0 0.1 0.0
C -2.5998 0.4198 4.8430 0.1 -0.2 -0.2
C -1.6712 -0.7000 5.3604 -0.3 0.1 -0.1
C -1.3980 -1.8439 4.3667 0.3 0.1 -0.1
N -0.0838 -1.7010 3.7226 -0.3 0.1 0.0
C 0.8533 -2.4365 4.1705 0.8 -0.2 -0.3
C 2.2798 -2.4840 3.7474 -1.0 -0.1 0.3
C 3.1354 -3.2287 4.5559 0.2 -0.2 0.2
C 4.4889 -3.3293 4.2931 -0.1 0.0 0.0
C 4.9959 -2.6655 3.1740 -0.1 0.1 -0.1
C 4.1673 -1.9331 2.3431 0.3 -0.2 0.2
C 2.7859 -1.8239 2.6025 0.0 0.0 0.0
O 2.0095 -1.1347 1.8343 1.6 -1.4 -0.2
C -4.6319 0.9654 3.5681 0.1 0.0 0.1
C -3.9171 1.8063 2.5182 0.0 -0.2 0.1
C -3.2643 0.9485 1.4180 0.3 0.6 -0.1
N -1.8394 1.2866 1.3580 -2.3 1.8 -1.0
C -1.4080 2.1826 0.5402 -0.3 0.5 0.8
C -0.0098 2.7772 0.5392 -0.7 0.2 0.1
C 0.3995 3.4927 -0.6058 -0.4 -0.4 0.1
C 1.5959 4.1608 -0.6598 0.2 0.1 0.1
C 2.4128 4.1742 0.4778 0.0 0.0 -0.2
C 2.0298 3.5359 1.6348 0.0 0.0 0.0
C 0.8201 2.8254 1.7061 -0.8 0.9 0.3
O 0.4385 2.1862 2.8084 0.3 2.8 0.0
H -4.0859 -1.6512 5.5584 0.0 0.0 0.0
H -5.5013 -1.2452 4.5926 0.0 0.0 0.0
H -5.0193 -0.1916 5.9416 0.0 0.0 0.0
H -2.8585 1.0725 5.6919 0.1 0.1 0.0
H -2.0470 1.0214 4.1177 0.0 0.0 0.0
H -2.0951 -1.1158 6.2752 0.1 0.0 0.0
H -0.7175 -0.2413 5.6247 0.0 0.0 0.1
H -2.1716 -1.8167 3.5960 0.0 -0.1 0.0
H -1.4626 -2.8109 4.8768 0.0 0.0 0.0
H 0.6232 -3.1413 4.9833 0.0 0.0 0.0
H 2.7215 -3.7075 5.4403 0.0 0.0 -0.1
H 5.1433 -3.8807 4.9562 0.0 0.0 0.0
H 6.0577 -2.7154 2.9535 0.0 0.0 0.0
H 4.5671 -1.4091 1.4820 0.0 0.0 0.0
H -5.0572 1.6413 4.3294 0.0 0.0 0.0
H -5.4729 0.4565 3.0876 0.0 0.0 0.1
H -3.1531 2.4298 2.9820 0.0 0.0 0.0
H -4.6456 2.4892 2.0777 0.0 0.0 0.0
H -3.7524 1.0985 0.4507 0.0 0.0 -0.1
H -3.3585 -0.1025 1.6928 0.1 0.0 -0.1
H -2.1218 2.6427 -0.1482 0.2 0.1 -0.2
H -0.2590 3.5007 -1.4668 0.0 0.0 0.0
H 1.8878 4.6866 -1.5594 0.0 0.0 0.0
H 3.3609 4.6996 0.4555 -0.1 0.0 0.0
H 2.6481 3.5806 2.5193 0.0 0.0 0.0
C 1.3694 -1.1812 -3.1163 -0.4 0.3 0.0
N 0.7453 -0.1242 -3.8911 -0.2 0.0 0.1
C -0.7016 -0.0535 -3.8163 0.7 0.1 0.1
P -1.3343 0.7394 -2.2185 -0.7 -0.1 -0.4
C -2.1702 2.2229 -2.9368 0.1 0.0 0.1
C -3.4285 2.6629 -2.5221 0.0 0.1 -0.1
C -3.9749 3.8409 -3.0226 0.1 -0.1 0.0
C -3.2589 4.6156 -3.9256 0.0 -0.1 0.0
C -1.9886 4.2109 -4.3158 0.0 -0.1 0.1
C -1.4499 3.0283 -3.8228 0.0 0.1 -0.1
C -2.7685 -0.4026 -1.9551 0.1 0.0 0.1
C -3.8869 -0.4777 -2.7905 0.0 0.0 0.0
C -4.8944 -1.4007 -2.5456 0.1 0.0 0.0
C -4.7958 -2.2794 -1.4705 0.0 0.0 -0.1
C -3.6788 -2.2405 -0.6507 0.1 0.1 -0.1
C -2.6768 -1.3052 -0.8956 0.0 0.0 0.1
C 1.5035 0.7945 -4.6306 0.0 -0.1 0.2
C 1.0447 1.2952 -5.8544 0.1 0.1 0.0
C 1.8246 2.1737 -6.5941 0.0 0.0 0.1
C 3.0795 2.5669 -6.1425 -0.1 -0.1 0.0
C 3.5383 2.0717 -4.9306 -0.1 -0.1 0.1
C 2.7590 1.2041 -4.1729 0.1 0.1 -0.1
P 1.3868 -1.0396 -1.2102 0.6 -0.6 -0.6
C 1.2456 -2.8485 -0.8658 -0.1 0.1 0.0
C 2.1413 -3.5761 -0.0865 0.1 0.0 0.0
C 1.8968 -4.9104 0.2161 -0.1 0.1 0.0
C 0.7545 -5.5422 -0.2573 0.0 0.1 0.0
C -0.1513 -4.8281 -1.0305 0.0 0.1 0.0
C 0.0920 -3.4922 -1.3244 0.0 -0.1 0.0
C 3.1738 -0.6756 -1.0201 -0.1 0.2 0.1
C 3.5060 0.5607 -0.4691 0.1 0.0 0.0
C 4.8328 0.9284 -0.2884 0.0 0.0 -0.1
C 5.8474 0.0656 -0.6835 -0.1 0.0 0.0
C 5.5280 -1.1550 -1.2698 -0.1 0.1 0.1
C 4.1978 -1.5216 -1.4384 0.1 0.0 0.0
H 2.4028 -1.2897 -3.4353 0.0 -0.1 -0.1
H 0.8451 -2.1122 -3.3435 0.0 -0.1 0.0
H -1.1083 -1.0651 -3.8762 -0.1 0.0 0.0
H -1.1030 0.5342 -4.6369 0.0 -0.1 -0.1
H -4.0007 2.0766 -1.8122 0.0 0.0 0.0
H -4.9639 4.1492 -2.7059 0.0 0.0 0.0
H -3.6833 5.5323 -4.3142 0.0 0.0 0.0
H -1.4085 4.8179 -5.0000 0.0 0.0 0.0
H -0.4483 2.7415 -4.1306 0.0 0.0 0.0
H -3.9739 0.1935 -3.6373 0.0 0.0 0.0
H -5.7579 -1.4392 -3.1982 0.0 0.0 0.0
H -5.5857 -2.9959 -1.2813 0.0 0.0 0.0
H -3.5808 -2.9310 0.1786 0.0 0.0 0.0
H -1.7989 -1.2923 -0.2528 -0.1 0.0 -0.1
H 0.0862 0.9776 -6.2456 0.0 0.0 0.0
H 1.4524 2.5365 -7.5447 0.0 0.0 0.0
H 3.6890 3.2413 -6.7297 0.0 0.0 0.0
H 4.5130 2.3634 -4.5574 0.0 0.0 0.0
H 3.1262 0.8535 -3.2157 0.0 0.0 0.0
H 3.0354 -3.1061 0.3003 -0.1 0.0 0.0
H 2.6049 -5.4496 0.8341 0.0 0.0 0.0
H 0.5680 -6.5827 -0.0211 0.0 0.0 0.0
H -1.0522 -5.3035 -1.3993 0.0 0.0 0.0
H -0.6372 -2.9505 -1.9191 0.0 0.0 0.0
H 2.7196 1.2594 -0.1925 0.0 -0.1 0.1
H 5.0699 1.8807 0.1701 0.0 0.0 0.0
H 6.8845 0.3442 -0.5417 0.0 0.0 0.0
H 6.3151 -1.8292 -1.5837 0.0 0.0 0.0
H 3.9627 -2.4782 -1.8925 0.0 0.0 0.0
I 2.0713 1.1668 4.1630 1.0 0.5 1.7
I 3.8402 0.1102 5.9632 0.0 0.0 -0.1
```
Forces are in eV/Å.

=====

[2]
# C53H54N5P2S2Sr

A molecular structure, C53H54N5P2S2Sr at a distorted geometry (ωB97M-V with the def2-TZVPD basis set, the Open Molecules 2025 dataset).

Its net charge is +1. The calculation puts the relative energy (zero: lowest compared OMol25 entry of this formula, charge and spin) at 43.7 kcal/mol. For the HOMO energy, the calculation gives -9.13 eV.

Geometry as XYZ:
```
117
Properties=species:S:1:pos:R:3:forces:R:3
Sr 0.1395 0.7826 -0.0828 7.5 -5.7 3.5
C 5.0123 2.0989 3.2125 -0.1 0.0 0.0
C 5.9361 0.9246 3.3810 0.1 0.2 0.1
C 6.7732 0.8646 4.4947 0.0 0.0 0.0
C 7.6747 -0.1697 4.6764 0.0 0.0 -0.1
C 7.7685 -1.1741 3.7208 0.0 0.0 0.0
C 6.9361 -1.1417 2.6174 0.0 -0.1 0.1
C 6.0118 -0.1113 2.4523 0.0 -0.2 -0.1
N 5.1828 -0.1271 1.2980 -0.1 0.1 -0.2
C 3.7919 -0.2409 1.2885 0.1 -0.2 -0.5
N 3.2894 -0.3751 2.5219 0.1 0.0 0.2
C 1.9793 -0.4142 3.0761 0.6 0.0 0.1
C 0.8518 -0.2087 2.3188 -1.2 0.5 -0.7
C -0.3427 -0.2680 3.0635 0.0 -0.2 0.1
C -0.4182 -0.4855 4.4361 0.3 0.0 -0.1
C 0.7697 -0.6642 5.1351 0.1 0.0 -0.2
C 1.9864 -0.6480 4.4562 -0.2 0.0 0.6
C 3.2683 -0.8602 5.2267 -0.1 0.0 0.1
N 3.1266 -0.2546 0.1485 0.2 0.6 0.5
C 3.9711 -0.1201 -0.9834 -0.2 -0.4 0.0
C 4.2414 -1.2633 -1.7426 0.2 -0.1 0.2
C 5.0491 -1.2100 -2.8664 0.0 -0.1 0.0
C 5.5992 0.0003 -3.2584 0.0 0.1 0.0
C 5.3098 1.1452 -2.5276 0.0 0.0 -0.1
C 4.5073 1.1092 -1.3905 -0.2 0.1 -0.1
C 4.1966 2.3760 -0.6440 0.1 0.0 0.0
H 5.5541 3.0261 3.3986 0.0 0.0 0.0
H 4.1836 2.0572 3.9244 0.0 0.0 0.0
H 4.5825 2.1380 2.2137 0.0 0.0 0.1
H 6.7194 1.6629 5.2256 0.0 0.0 0.0
H 8.3098 -0.1876 5.5515 0.0 0.0 0.0
H 8.4758 -1.9833 3.8416 0.0 0.0 0.0
H 6.9842 -1.9248 1.8705 0.0 0.0 0.0
H 5.6342 -0.3690 0.4297 0.0 0.0 0.1
H 4.0151 -0.4476 3.2196 -0.1 0.0 -0.1
H -1.2863 -0.1798 2.5312 -0.1 0.1 0.1
H -1.3717 -0.5228 4.9494 0.0 0.0 0.0
H 0.7612 -0.8198 6.2080 0.0 0.0 0.0
H 3.0504 -1.0460 6.2769 0.0 0.0 0.0
H 3.9286 0.0126 5.1864 0.0 0.0 0.0
H 3.8333 -1.7201 4.8543 0.0 0.0 0.0
H 3.7976 -2.1971 -1.4196 0.0 0.0 0.0
H 5.2441 -2.1086 -3.4374 0.0 0.0 0.0
H 6.2466 0.0558 -4.1228 0.0 0.0 0.0
H 5.7206 2.0972 -2.8442 0.0 0.0 0.0
H 4.2324 3.2349 -1.3156 0.0 0.0 0.0
H 4.9229 2.5536 0.1516 0.0 0.0 0.0
H 3.2123 2.3223 -0.1751 0.0 0.0 0.0
C -5.6758 -0.7873 -5.3412 0.1 0.0 0.0
S -6.1921 0.8088 -4.6862 -0.1 0.0 -0.1
C -6.0837 0.4463 -2.9243 0.1 0.0 0.0
C -4.6600 0.5158 -2.3885 0.0 0.0 -0.1
C -4.5883 0.1699 -0.9119 0.1 -0.1 0.0
N -3.2058 0.1967 -0.4164 0.6 0.0 1.0
P -2.1418 -1.0854 0.0457 -1.3 -1.1 -0.2
C -1.9611 -2.3078 -1.2866 -0.2 0.1 -0.2
C -2.9910 -2.7192 -2.1387 0.0 0.0 0.0
C -2.7856 -3.7592 -3.0300 0.0 0.0 0.0
C -1.5563 -4.4124 -3.0668 0.0 0.0 0.0
C -0.5354 -4.0202 -2.2165 0.0 0.0 0.0
C -0.7379 -2.9700 -1.3290 0.1 0.0 0.0
C -3.2011 -2.0601 1.1847 0.0 0.1 0.1
C -3.9895 -1.3779 2.1130 0.0 0.0 0.0
C -4.8665 -2.0626 2.9380 0.0 -0.1 0.0
C -4.9538 -3.4478 2.8595 0.0 0.1 0.0
C -4.1596 -4.1364 1.9580 0.0 0.0 0.0
C -3.2860 -3.4481 1.1251 0.0 0.0 0.0
P -2.5073 1.4647 0.5576 -1.8 0.8 -1.5
C -3.8035 2.7435 0.5763 0.1 0.0 0.3
C -4.5697 2.8282 1.7395 0.0 0.0 0.0
C -5.5948 3.7587 1.8417 0.0 -0.1 0.0
C -5.8552 4.6149 0.7826 0.1 0.0 -0.1
C -5.0923 4.5401 -0.3790 0.0 0.0 0.1
C -4.0686 3.6116 -0.4819 0.0 0.0 -0.2
C -1.4262 2.1976 -0.7734 -1.7 2.2 -1.0
C -1.1489 1.4954 -1.9647 -1.4 2.1 -1.4
C -0.1101 1.9591 -2.7864 -0.4 0.5 0.4
C 0.7387 2.9795 -2.3456 -0.2 -0.1 0.2
C 0.5614 3.5728 -1.0833 -0.6 -0.2 -0.2
C -0.5313 3.1943 -0.3015 -0.9 0.7 -1.3
H -5.8631 -0.7651 -6.4132 0.0 0.0 0.0
H -6.2705 -1.5859 -4.8977 0.0 0.0 0.0
H -4.6148 -0.9734 -5.1740 0.0 0.0 0.0
H -6.5202 -0.5417 -2.7547 0.0 0.0 0.1
H -6.7198 1.1829 -2.4293 0.0 0.0 0.1
H -4.2709 1.5270 -2.5393 0.0 0.0 0.0
H -4.0159 -0.1642 -2.9549 0.0 0.0 0.0
H -5.0209 -0.8151 -0.7146 0.0 0.0 0.0
H -5.1837 0.8936 -0.3525 0.0 -0.1 0.1
H -3.9643 -2.2475 -2.0904 0.0 0.0 0.0
H -3.5878 -4.0723 -3.6855 0.0 0.0 0.0
H -1.4022 -5.2335 -3.7543 0.0 0.0 0.0
H 0.4204 -4.5251 -2.2457 0.0 0.0 0.0
H 0.0608 -2.6708 -0.6563 0.0 0.0 0.0
H -3.9366 -0.2971 2.1902 0.0 0.0 0.0
H -5.4917 -1.5165 3.6317 0.0 0.0 0.0
H -5.6399 -3.9858 3.4996 0.0 0.0 0.0
H -4.2268 -5.2138 1.8896 0.0 0.0 0.0
H -2.6761 -4.0032 0.4253 0.0 0.0 0.0
H -4.3592 2.1671 2.5733 0.0 0.0 0.0
H -6.1836 3.8161 2.7469 0.0 0.0 0.0
H -6.6514 5.3429 0.8599 0.0 0.0 0.0
H -5.2960 5.2056 -1.2069 0.0 0.0 0.0
H -3.4782 3.5684 -1.3932 -0.1 0.0 0.1
H -1.7536 0.6343 -2.2659 0.1 0.4 0.1
H 0.0046 1.5379 -3.7735 0.2 -0.1 0.0
H 1.5303 3.3252 -2.9965 0.1 0.0 0.1
H 1.2253 4.3525 -0.7349 0.1 -0.1 0.0
H -0.7356 3.6653 0.6548 0.1 0.0 0.0
S 1.9956 -0.4282 -5.1675 0.1 0.0 -0.2
C 0.3803 -0.9695 -5.2777 0.0 0.0 -0.1
C -0.1447 -1.1037 -4.0361 0.0 0.1 0.3
N 0.7031 -0.7710 -2.9986 0.2 0.1 -0.1
C 1.8647 -0.3971 -3.4725 -0.5 0.0 0.0
H -0.0865 -1.1764 -6.2255 0.0 0.0 0.0
H -1.1529 -1.4306 -3.8194 0.0 -0.1 0.0
H 2.6779 -0.0536 -2.8579 0.0 0.0 0.0
```
Forces are in eV/Å.

=====

Table of orbital gap (eV), in record order: 6.98 6.10
Table of lowest unoccupied orbital energy (eV), in record order: -0.09 -3.02
Table of DFT total energy (Eh), in record order: -3725.15548 -3835.39363